{"formula": "C13H36AgN4O6", "method": "the ωB97M-V functional and the def2-TZVPD basis", "relative_energy_kcal_mol": 190.2, "charge": -1, "symbols": ["Ag", "O", "C", "C", "O", "H", "H", "H", "H", "C", "C", "C", "O", "C", "N", "H", "H", "H", "H", "H", "H", "H", "H", "H", "H", "H", "C", "C", "C", "O", "C", "N", "H", "H", "H", "H", "H", "H", "H", "H", "H", "H", "H", "C", "C", "O", "H", "H", "H", "H", "H", "H", "C", "O", "N", "N", "H", "H", "H", "H"], "coordinates": [[0.52044, -0.64124, 1.43275], [4.39235, 0.26456, 2.32340], [5.10999, -0.84955, 2.72480], [4.57568, -1.82557, 3.84870], [3.24265, -2.35584, 3.80235], [6.06609, -0.61501, 3.19276], [5.50516, -1.44543, 1.90208], [4.89374, -1.43281, 4.81445], [5.29634, -2.64031, 3.91914], [-4.69805, 2.18643, 0.05829], [-3.72352, 1.75117, -1.07077], [-4.23116, 2.15413, -2.48631], [-3.39816, 1.56053, -3.40256], [-3.50872, 1.97244, -4.73793], [-2.41091, 2.31934, -0.94807], [-5.74522, 1.97420, -0.15732], [-4.62817, 3.25457, 0.26393], [-4.59801, 1.74692, 1.05072], [-3.60145, 0.68558, -0.87657], [-4.21387, 3.24027, -2.57630], [-5.28726, 1.92527, -2.62908], [-2.88715, 1.37659, -5.40630], [-3.11843, 2.98991, -4.71510], [-4.50580, 1.82704, -5.15361], [-2.08122, 2.01249, -1.85209], [-2.48128, 3.32676, -0.96419], [2.77590, -3.47952, -3.13950], [2.22348, -2.10827, -3.48577], [2.30281, -1.63989, -4.99923], [1.86469, -0.27114, -5.08420], [2.84347, 0.68392, -4.64368], [0.82333, -2.11253, -3.05117], [2.21784, -4.31469, -3.56279], [2.82008, -3.63549, -2.06162], [3.79310, -3.71224, -3.45453], [2.67323, -1.30568, -2.90123], [1.63605, -2.32308, -5.52535], [3.28751, -1.76711, -5.44899], [2.72139, 1.76100, -4.75810], [3.78792, 0.45093, -5.13545], [2.90354, 0.58340, -3.55999], [0.41576, -2.94104, -3.46052], [0.27044, -1.37939, -3.47178], [-5.05203, -4.09553, 4.46014], [-4.20118, -3.66050, 3.29607], [-3.24179, -2.72756, 3.67690], [-5.76637, -4.80755, 4.04681], [-5.48837, -3.20448, 4.91153], [-4.43928, -4.46407, 5.28283], [-4.82459, -3.09385, 2.60443], [-3.76428, -4.48728, 2.73603], [-2.58892, -3.17881, 4.21701], [3.12713, 4.94214, 5.38583], [3.01257, 5.66427, 6.42121], [2.17818, 4.49573, 4.63688], [4.25866, 4.44121, 5.03684], [2.43667, 3.93117, 3.84029], [1.20715, 4.59768, 4.89534], [5.05340, 4.66601, 5.61819], [4.24856, 3.72957, 4.32021]], "forces_ev_per_a": [[0.8432, -0.1346, 0.4143], [0.7693, -1.6514, 0.7747], [-0.5300, 1.7488, -1.0031], [-2.9304, -1.9331, 0.7866], [2.6974, 1.4603, -0.1823], [0.4677, 0.7598, 0.7012], [-0.7205, -0.6203, -0.8277], [-1.0384, 1.3515, 0.5888], [0.4080, -0.8324, -1.2482], [-0.2390, 0.6039, -0.0693], [-1.6735, 0.4839, 1.1485], [-1.1794, -0.1919, 1.3404], [0.6773, -1.7137, -0.5839], [0.3387, 0.2554, 0.1277], [0.4384, -0.4168, 0.3192], [-0.0509, 0.0304, -0.5242], [-0.0116, 0.2663, -0.2695], [0.8210, -0.4407, -0.2209], [-0.1333, -0.2783, -0.9567], [0.3446, 0.4890, 0.1506], [-0.2821, -0.5950, -0.2060], [0.4005, -0.1585, 0.5061], [-0.4887, 0.4011, -0.8458], [-0.3743, 0.5611, 0.2427], [1.3479, 0.4181, -0.0810], [0.0874, 0.2668, -0.0686], [0.8937, -0.4322, 0.0810], [-0.4228, 0.8309, -0.7781], [0.2358, -0.1009, 1.7416], [-0.4014, 0.3356, -0.8163], [0.5599, -1.2407, 0.8405], [-0.3539, -0.5105, -0.1872], [-0.5308, 0.1751, -0.0953], [-0.3675, 0.1900, 0.0513], [0.2273, 0.6105, -0.2952], [0.5122, -0.3480, 0.1167], [-0.3840, 0.5446, -0.3919], [0.3282, 0.1669, 0.1213], [-1.2604, -0.2342, -0.8660], [0.2940, -0.0793, 0.2414], [0.6088, -0.0714, 0.0936], [-0.2630, -0.4424, 0.1700], [0.2918, 0.6244, 0.0203], [0.3468, 0.3044, -0.0087], [-0.5140, 0.5131, -0.3877], [0.8860, 0.4543, 0.2719], [-0.2776, -0.0861, 0.7018], [-0.5698, -0.0525, -0.3166], [0.0250, -0.7284, -0.1935], [-0.1969, -0.2358, -0.2293], [0.0611, -0.2641, 0.0622], [0.2555, 0.1170, 0.0841], [-0.3858, 2.6855, 5.3115], [-0.3313, -0.7611, -1.8758], [-4.0742, -0.7662, -2.4054], [4.2628, -1.0111, -1.0271], [-0.6524, 0.0042, 0.1781], [0.3832, 0.0513, -0.1632], [-0.0695, -0.3479, -0.4431], [0.8935, -0.0253, 0.3793]], "mulliken_charge": [0.230, -0.693, -0.311, -0.396, -0.665, 0.182, 0.231, 0.220, 0.229, -1.433, 0.436, -0.670, -0.259, -0.794, -0.724, 0.347, 0.309, 0.349, 0.240, 0.332, 0.414, 0.224, 0.348, 0.287, 0.327, 0.262, -1.455, 0.519, -0.608, -0.335, -0.688, -0.632, 0.334, 0.378, 0.370, 0.151, 0.267, 0.322, 0.278, 0.283, 0.291, 0.266, 0.254, -0.896, -0.316, -0.507, 0.299, 0.259, 0.303, 0.239, 0.306, 0.303, 0.690, -0.726, -0.368, -0.382, 0.183, 0.206, 0.210, 0.182]}